[1]
The following is a quantum chemistry calculation of a structure of composition C24H33N6NaO7P2SSi, from OMol25.

Each line ends with the Mulliken charge.
Element x y z (Å)
S (-1.7374, 2.1082, 4.5037)  -0.5744
P (-0.1191, -3.7177, 1.1955)  0.6174
P (0.3633, -3.4920, -1.8710)  0.6365
Si (3.0170, 0.9743, 1.1283)  -0.0153
Na (-0.1562, -0.3349, -0.0078)  0.8396
O (1.8431, -3.4269, -2.6559)  -0.7444
O (-0.0218, -2.0638, -1.6842)  -0.1282
O (-0.0359, -2.2362, 1.3806)  -0.4310
O (-0.1413, 1.0216, -1.9676)  -0.1215
O (-0.4754, -4.5395, -2.4809)  -0.8714
O (0.8625, -4.3257, 2.3958)  -0.6435
O (-1.3589, -4.5009, 1.0693)  -0.8483
N (1.9667, 0.9424, -0.1993)  0.2304
N (-1.4476, 1.3393, 1.4525)  0.8584
N (-0.5492, 4.2031, 3.3602)  -0.5651
N (-2.5927, -0.8133, 0.1367)  0.8960
N (-0.9716, 2.5536, 1.8849)  -0.9395
N (2.1857, -3.1516, 0.0536)  0.1073
C (-2.2098, 0.4567, -2.9533)  -0.8029
C (-2.0861, 2.3586, -1.4666)  0.1070
C (-3.1078, -1.9318, -0.3554)  -0.5222
C (-3.2852, -0.1300, 1.0526)  0.4251
C (-3.5786, 0.6450, -3.0739)  -0.4548
C (-1.4744, 1.3141, -2.1496)  0.5350
C (-5.0790, -1.7067, 0.9604)  -0.4023
C (1.8774, 1.9596, -1.0880)  0.4790
C (4.8882, 0.9540, 0.7399)  -1.2853
C (1.6108, 4.0741, -3.0393)  -0.7116
C (-1.0941, 2.9261, 3.1235)  0.0465
C (1.5003, -5.5148, -0.2907)  -1.7636
C (-2.6877, 1.1022, 1.6002)  -0.8769
C (-3.4526, 2.5383, -1.6026)  -0.7958
C (2.7165, 2.4154, 2.3054)  -0.9246
C (-4.3502, -2.4215, 0.0252)  -1.0375
C (-4.5441, -0.5416, 1.4831)  -0.9765
C (0.7911, 2.0528, -2.0098)  -0.0091
C (2.8021, 3.0321, -1.2175)  -0.1185
C (2.6742, 4.0493, -2.1505)  -1.0224
C (-4.2054, 1.6867, -2.4039)  -0.5185
C (1.0205, -4.0757, -0.2304)  0.8048
C (0.6704, 3.0488, -2.9539)  -0.5445
C (2.8188, -0.6070, 2.1464)  -0.9297
H (5.4524, 0.7086, 1.6466)  0.3535
H (3.4204, 2.4123, 3.1435)  0.3865
H (1.6983, 2.3462, 2.7005)  0.1406
H (-5.2771, 1.8222, -2.4864)  0.3658
H (1.7799, -0.9200, 2.2736)  0.1713
H (-1.4970, 2.9819, -0.8049)  0.5911
H (1.7881, -2.2263, 0.2825)  -0.4131
H (-1.6997, -0.3772, -3.4186)  0.3324
H (-6.0498, -2.0592, 1.2903)  0.3789
H (-0.1861, 3.0288, -3.6185)  0.4061
H (0.1688, 4.4292, 2.6834)  0.3077
H (-3.9376, 3.3331, -1.0481)  0.3689
H (5.2685, 1.9039, 0.3597)  0.3626
H (2.7773, -3.0808, -0.7776)  0.4049
H (-4.7131, -3.3520, -0.3895)  0.4354
H (3.6492, 3.0556, -0.5440)  0.1069
H (-2.4927, -2.4582, -1.0763)  0.4372
H (1.5031, 4.8632, -3.7729)  0.3583
H (0.6335, -6.1442, -0.4809)  0.3903
H (-5.0699, 0.0403, 2.2297)  0.5076
H (1.9136, -2.5301, -3.0070)  0.3094
H (-0.2379, 4.2841, 4.3162)  0.2141
H (-4.1602, -0.0406, -3.6785)  0.3772
H (2.6984, -3.4693, 0.8754)  0.5106
H (3.2486, -0.4392, 3.1389)  0.5030
H (2.2088, -5.6605, -1.1111)  0.4380
H (0.9243, -3.6233, 3.0555)  0.3209
H (5.1091, 0.1883, -0.0104)  0.2871
H (2.8032, 3.3734, 1.7869)  0.3425
H (3.4227, 4.8355, -2.1767)  0.3586
H (1.9563, -5.8215, 0.6535)  0.4326
H (-3.3414, 1.7986, 2.1236)  0.4029
H (3.3914, -1.4270, 1.6957)  0.1066

Calculated values
max |F| = 0.004 Eh/bohr
total charge = -2
HOMO level = -1.76 eV
relative energy (zero: lowest compared OMol25 entry of this formula, charge and spin) = 0.039 eV
total energy = -3322.67412 Ha
LUMO energy = 3.651 eV
HOMO-LUMO gap = 5.4 eV

***

[2]
The following is a quantum chemistry calculation of a structure of composition C39H43ClP2Si2Sn at a distorted geometry, from OMol25.

Each line ends with the Mulliken charge.
Element x y z (Å)
Sn (-0.1569, 0.0467, 2.0821)  0.6327
Cl (2.4548, 0.2644, -2.7258)  -0.3050
P (2.0338, 1.7570, 3.9168)  0.5849
P (-0.7714, 0.4117, 5.4819)  1.4438
Si (1.8670, 0.1441, -4.7054)  0.4340
Si (0.0862, 0.0513, -0.7482)  -0.8785
C (-0.5841, -1.5196, -1.4667)  1.6634
C (-0.1644, 2.5942, -1.9935)  -0.5667
C (-1.4132, 2.4940, -5.6377)  -0.5698
C (-2.1581, 1.7614, -0.8833)  0.0966
C (2.0252, 0.1091, 4.7750)  0.5610
C (-0.8511, 3.7515, -2.3660)  -0.5351
C (0.0379, -3.9228, -6.0008)  -0.5504
C (-0.8553, 3.4734, -6.4638)  -0.5871
C (-2.2941, -0.0678, 3.0662)  -1.0822
C (-0.8134, 1.5725, -1.2773)  1.0718
C (-1.4357, 0.1869, 7.1417)  -1.5714
C (3.2770, -1.8564, 5.4323)  -1.0539
C (3.2575, 2.5860, 5.0211)  -1.4796
C (-1.8952, -0.6418, 4.4296)  0.1145
C (1.2638, -2.6190, -4.3685)  -0.3994
C (3.1885, 1.5117, 2.5042)  -1.1505
C (-0.2480, -2.7585, -6.7184)  -0.7329
C (-1.8763, -3.9457, -2.0472)  -0.5815
C (-0.5995, 1.5079, -5.0753)  0.1049
C (1.0287, -1.5432, 6.2564)  -0.6117
C (-0.0803, -2.7416, -0.9679)  -0.8441
C (-2.8255, 2.9439, -1.2084)  -0.7853
C (0.8940, -0.3665, 5.5028)  0.3793
C (-1.6614, -1.5557, -2.3724)  -0.2424
C (0.7830, 1.5276, -5.2878)  0.3503
C (0.2353, -1.5268, -6.2701)  -0.3406
C (-2.4540, -1.1825, 2.1679)  -0.5615
C (0.5266, 3.4985, -6.6835)  -0.6256
C (-2.3056, -2.7640, -2.6567)  -0.6445
C (-2.1791, 3.9381, -1.9575)  -0.6065
C (0.7777, -3.8455, -4.8177)  -0.4659
C (-0.7445, -3.9424, -1.2224)  -0.7673
C (2.2009, -2.3026, 6.2004)  -0.7903
C (-1.0070, 2.1249, 5.0155)  -1.1710
C (1.0112, -1.4507, -5.0995)  0.7671
C (-1.8681, -2.3377, 2.7873)  -0.7669
C (3.2034, -0.6354, 4.7721)  -0.7914
C (-1.4439, -2.0176, 4.0611)  -0.5621
C (1.3459, 2.5454, -6.0766)  -0.6531
H (-0.9615, 2.7130, 5.9458)  0.4891
H (3.1852, 0.1761, -5.3965)  -0.2799
H (2.8503, 2.6609, 6.0356)  0.3737
H (0.0252, -0.6231, -6.8498)  0.3893
H (-1.0516, 0.7296, -4.4562)  0.3303
H (2.4243, 2.5570, -6.2360)  0.4014
H (-0.6113, 0.2208, 7.8644)  0.4336
H (0.8239, -2.7362, -0.3519)  0.4636
H (1.4955, 0.1162, -0.2970)  -0.1183
H (4.2034, 2.0244, 5.0384)  0.4062
H (-1.9587, -0.7750, 7.2236)  0.4813
H (0.2136, -1.8957, 6.8961)  0.3991
H (0.9914, -4.7478, -4.2458)  0.4444
H (0.8788, 2.4605, -2.2869)  0.4265
H (-0.2112, 2.4966, 4.3457)  0.2425
H (4.0978, -0.2616, 4.2666)  0.4478
H (2.6322, 1.6370, 1.5649)  0.1817
H (-3.8608, 3.0841, -0.8813)  0.4303
H (-2.7112, 4.8533, -2.2328)  0.4097
H (-2.4151, -4.8752, -2.2311)  0.4484
H (-0.3026, -4.8894, -6.3710)  0.4071
H (-1.8030, -3.3213, 2.3163)  0.5327
H (-2.4849, 2.4841, -5.4284)  0.4518
H (3.4255, 3.5932, 4.6251)  0.4645
H (-2.6801, 0.9833, -0.3161)  0.3632
H (3.6714, 0.5354, 2.5055)  0.3805
H (-0.8312, -2.8055, -7.6385)  0.4216
H (-2.1463, 0.9914, 7.3739)  0.4720
H (-2.9868, -1.1880, 1.2162)  0.5128
H (-1.9852, 2.2788, 4.5378)  0.4736
H (1.8532, -2.5704, -3.4520)  0.2709
H (-0.3717, -4.8708, -0.7794)  0.4761
H (-2.8087, 0.8951, 3.0105)  0.5702
H (-2.0142, -0.6324, -2.8358)  0.1844
H (3.9482, 2.3042, 2.5762)  0.4818
H (-1.5021, 4.2120, -6.9383)  0.4053
H (-0.9989, -2.6970, 4.7870)  0.4410
H (-3.1481, -2.7687, -3.3539)  0.4540
H (-2.7545, -0.6730, 5.1330)  0.8030
H (-0.3513, 4.4984, -2.9951)  0.4352
H (2.2722, -3.2352, 6.7587)  0.4390
H (4.1830, -2.4551, 5.3714)  0.4195
H (0.9639, 4.2574, -7.3348)  0.4090

Calculated values
max |F| = 0.030 Eh/bohr
total charge = +2
HOMO level (spin up / spin down) = -12.57 / -12.57 eV
relative energy (zero: lowest compared OMol25 entry of this formula, charge and spin) = 0.000 eV
total energy = -3447.56841 Ha
LUMO energy (spin up / spin down) = -6.906 / -6.904 eV
HOMO-LUMO gap (spin up / spin down) = 5.7 / 5.7 eV

***

[3]
The following is a quantum chemistry calculation of a structure of composition C6H13NO3 at a distorted geometry, from OMol25.

Each line ends with the Mulliken charge.
Element x y z (Å)
O (3.3229, -0.9912, 0.7049)  -0.5852
O (-1.8045, -0.2316, 1.8770)  -0.5508
O (1.7896, -2.3327, -0.6668)  -0.6823
N (1.6691, 0.1304, -1.4288)  -0.4671
C (2.1707, -1.0195, 0.3226)  0.6915
C (-2.4059, 1.1362, -0.0393)  -1.4569
C (0.4232, 0.7827, -1.0399)  -1.0147
C (-0.1536, -0.0534, 0.1132)  0.4741
C (1.0049, -0.4019, 1.0602)  -0.6178
C (-1.2955, 0.6341, 0.8732)  -0.0657
H (-2.7347, 0.3440, -0.7298)  0.3375
H (-0.3022, 0.8410, -1.8651)  0.3158
H (0.6506, -1.1085, 1.8237)  0.3392
H (-0.5620, -0.9877, -0.3137)  0.1464
H (-0.8739, 1.4895, 1.4248)  0.3833
H (1.5273, -1.1086, -1.7887)  0.4056
H (-2.2369, -0.9813, 1.4558)  0.3790
H (-2.0744, 1.9945, -0.6384)  0.3735
H (-3.2655, 1.4492, 0.5680)  0.3835
H (0.8696, -2.5630, -0.4923)  0.3377
H (0.6377, 1.8028, -0.6839)  0.3784
H (2.2527, 0.6601, -2.0655)  0.1797
H (1.3909, 0.5150, 1.5286)  0.3151

Calculated values
max |F| = 0.092 Eh/bohr
HOMO level = -9.38 eV
relative energy (zero: lowest compared OMol25 entry of this formula, charge and spin) = 3.095 eV
total energy = -516.82536 Ha
LUMO energy = 0.523 eV
HOMO-LUMO gap = 9.9 eV